The following is a DFT calculation (ωB97M-V with the def2-TZVPD basis set) of a cluster of 10 separate species, C4H30NO10S2 in total at a distorted geometry.

Positions of all 47 atoms, in Å:
N -0.29481 0.70159 -0.10395
C -0.27274 1.66584 1.02255
C -1.13243 2.90738 0.54751
O -2.50064 2.62933 0.67954
C -0.38581 1.14144 2.45973
S 1.04642 0.05366 2.65114
S 0.49974 -1.57248 3.74358
C -1.01550 -2.12158 2.73808
H 0.35344 -0.12103 -0.17746
H 0.06701 1.13565 -1.01043
H -1.28128 0.33666 -0.14219
H 0.78668 2.16334 1.09277
H -0.93616 3.63526 1.33523
H -1.00852 3.13669 -0.57151
H -2.91564 3.07539 1.47742
H -1.32025 0.51163 2.63097
H -0.58998 1.96483 3.12177
H -0.74542 -3.13475 2.31855
H -1.27708 -1.51717 1.90407
H -1.86452 -2.04677 3.38086
H 3.72947 -2.62926 -2.73999
H 3.65700 -2.09905 -1.30933
O 3.05960 -2.34053 -2.04349
H -2.55553 3.06360 -4.28232
H -1.74964 2.14503 -3.74949
O -2.71256 2.20907 -3.80400
H 3.67272 2.62276 1.29748
H 2.88773 1.55209 2.14035
O 2.98981 2.50572 1.91405
H 1.97113 2.01070 -2.07222
H 1.00772 0.94109 -2.63456
O 1.05115 1.86285 -2.20012
H -1.77161 -0.36024 -5.12815
H -0.52740 -0.18229 -5.92040
O -0.94392 -0.82841 -5.38960
H 1.89223 -1.03446 -3.14194
H 0.34002 -1.00858 -3.74799
O 0.95752 -0.68051 -3.01034
H -2.38918 -3.99163 0.03552
H -1.89942 -2.57884 -0.58478
O -2.53755 -3.10692 -0.13954
H 1.31721 -2.22815 1.07523
H 2.13215 -2.03608 -0.39514
O 1.52317 -1.73808 0.29099
H -0.65125 -0.90857 -2.07510
H -2.02744 -0.63921 -2.39137
O -1.47996 -0.98641 -1.63660

The energy above the lowest of the compared OMol25 structures with the same formula, charge and spin comes out at 172.79 kJ/mol. The calculation puts the maximum force at 4.3 eV/Å. As for the charge: +1. As for the HOMO energy: -11.28 eV. The spin multiplicity is 1.

The following is a DFT calculation (ωB97M-V with the def2-TZVPD basis set) of a cluster of 13 separate species, C4H30NO14S in total at a distorted geometry.

Positions of all 50 atoms, in Å:
O 1.49188 -0.42792 0.99407
C 0.71606 0.33690 1.53349
N -0.25779 0.93526 0.73212
C -0.34089 0.78912 -0.72932
C -0.62772 2.12714 -1.36576
S -2.16432 2.91747 -0.58804
C -1.42829 -0.23033 -1.14279
O -1.56597 -1.22563 -0.42049
H 0.82122 0.53276 2.61119
H -1.08506 1.30695 1.20394
H 0.68065 0.47885 -0.93115
H 0.16496 2.90834 -1.33849
H -1.10032 2.09379 -2.30588
H -2.13162 -0.03991 -1.96687
H -1.09633 0.90616 4.03407
H -2.41164 0.20571 3.65017
O -1.48681 0.08401 3.37806
H 2.22329 2.20274 -1.50803
H 2.52780 1.61237 -2.98077
O 2.63059 1.42792 -1.93234
H 3.34368 -0.07638 1.99359
H 4.41752 0.71951 1.29588
O 4.26074 -0.08677 1.68023
H -1.50781 -1.75113 -2.94295
H -0.76002 -2.93503 -2.37020
O -0.71942 -2.40783 -3.15355
H -1.81776 -3.16378 -0.36851
H -1.37352 -4.62751 -0.59026
O -1.16412 -3.66466 -0.82109
H -4.50427 0.31831 0.96600
H -3.23824 1.10007 1.48507
O -3.91433 0.51171 1.75768
H 3.19377 -1.89817 -0.58826
H 2.52028 -3.11676 -0.22398
O 3.29529 -2.75453 -0.64990
H 3.33216 3.22711 0.32503
H 1.86769 3.43918 0.45486
O 2.60949 3.72339 -0.00217
H 1.58869 -2.10371 -4.04550
H 2.17508 -0.73939 -3.30953
O 2.16055 -1.21952 -4.16519
H 1.21040 -2.57820 2.20112
H 0.23259 -3.71950 1.77118
O 1.18153 -3.47425 1.99673
H -0.15431 2.84481 1.19374
H -0.21654 4.08756 0.39086
O 0.25656 3.63932 1.27357
H -3.56071 -1.98989 2.34613
H -3.07136 -2.33642 1.03439
O -3.50491 -2.65922 1.69227

The energy above the lowest of the compared OMol25 structures with the same formula, charge and spin comes out at 546.33 kJ/mol. The calculation puts the maximum force at 8.5 eV/Å. As for the charge: -1. As for the HOMO energy: -4.61 eV. The spin multiplicity is 1.

The following is a DFT calculation (ωB97M-V with the def2-TZVPD basis set) of a cluster of 11 separate species, C4H31N2O11 in total at a distorted geometry.

Positions of all 48 atoms, in Å:
O 0.18554 -0.59525 2.08514
C 0.95073 0.28024 1.70971
N 1.71497 0.93847 2.57702
C 0.89186 0.77644 0.27274
N -0.48491 0.66037 -0.24066
C -1.49146 1.68925 0.20190
C -1.03660 3.06088 -0.25133
H 2.34302 1.71042 2.41528
H 1.62083 0.72089 3.54213
H 1.31197 1.76214 0.07858
H 1.58798 0.23873 -0.36851
H -0.94781 -0.24219 -0.01249
H -0.47161 0.66643 -1.27588
H -1.47034 1.70133 1.29333
H -2.48246 1.43343 -0.13579
H -0.04490 3.38963 0.05015
H -1.52199 3.91910 0.23559
H -1.32589 3.19767 -1.29451
H 4.28319 -0.38768 1.34136
H 4.12604 0.72927 0.21882
O 3.65471 0.16374 0.85894
H -0.84267 -1.54641 1.12425
H -2.33784 -1.58832 1.04551
O -1.55120 -1.68596 0.46808
H -1.92893 -2.66157 -0.89701
H -2.49019 -2.11601 -2.18163
O -2.07321 -2.90364 -1.84284
H -3.51283 -0.36459 2.95839
H -4.10608 -1.62946 2.49183
O -3.47225 -0.96178 2.20814
H 0.72926 0.43832 -3.63276
H 1.11472 -0.53021 -2.59923
O 0.44830 0.17798 -2.74914
H -1.74212 1.86360 4.22953
H -3.00417 2.15946 3.31520
O -2.35273 1.50249 3.57873
H 0.98888 -4.08688 -1.09430
H 0.04036 -2.85781 -0.97608
O 0.97526 -3.12572 -1.03025
H -3.29246 -0.23487 -3.73292
H -1.88243 -0.22892 -3.23262
O -2.74737 0.19168 -3.07005
H 2.05714 -2.21540 -2.14827
H 3.31611 -1.42863 -1.67822
O 2.64112 -1.44678 -2.35917
H 4.64911 2.89056 -0.70377
H 3.80595 2.33272 -1.90807
O 4.04729 2.19024 -0.98283

The energy above the lowest of the compared OMol25 structures with the same formula, charge and spin comes out at 27.37 kJ/mol. The calculation puts the maximum force at 2.5 eV/Å. As for the charge: +1. As for the HOMO energy: -13.38 eV. The spin multiplicity is 1.

The following is a DFT calculation (ωB97M-V with the def2-TZVPD basis set) of a cluster of 14 separate species, C4H31O16 in total at a distorted geometry.

Positions of all 51 atoms, in Å:
O -0.56302 0.46483 -0.72514
C 0.49921 0.09724 -0.17225
O 0.60385 -0.15375 1.06959
C 1.83146 0.40304 -0.94607
C 1.55385 0.12383 -2.43182
C 1.05730 -1.26454 -2.81956
O 0.40609 -1.45159 -3.81731
H 2.49708 -0.42449 -0.71044
H 2.07710 1.41285 -0.67359
H 0.87603 0.86784 -2.89561
H 2.48588 0.38859 -2.97369
H 1.27086 -2.02793 -2.09230
H 1.91879 -3.62855 0.20490
H 1.30696 -3.72417 -1.19990
O 2.11626 -3.51278 -0.72973
H -0.62443 -3.91724 1.02213
H -0.02429 -2.64404 1.04281
O 0.25693 -3.56201 1.21292
H -3.72003 1.58694 -0.98076
H -2.62553 2.66527 -1.53745
O -3.39953 2.48775 -0.99687
H 2.18015 1.13315 1.65051
H 3.24605 2.16926 2.13167
O 2.71362 1.91316 1.37665
H -1.81241 -2.91986 -1.39871
H -0.63247 -3.08100 -2.28880
O -0.99177 -3.46802 -1.47717
H 1.59929 3.03774 -0.68038
H 1.45821 4.20577 0.34984
O 1.21014 3.90572 -0.52826
H 0.05770 2.52734 1.76353
H -1.27254 2.75073 1.86776
O -0.50261 2.99240 2.41715
H -0.43907 2.18389 -2.83756
H -0.14720 3.47876 -2.34046
O -0.82243 3.07789 -2.90715
H -3.63484 0.70819 0.92646
H -2.15454 0.59791 0.52218
O -2.97747 0.08483 0.58788
H -2.89297 -0.28695 2.55576
H -1.36102 0.33877 2.43117
O -2.04093 -0.11606 2.93110
H -2.43982 -1.18875 -1.45573
H -3.54579 -1.73548 -0.73498
O -3.27215 -1.66660 -1.66336
H 0.51990 -0.14341 3.56434
H -0.19220 -1.45187 3.66943
O 0.65773 -1.04465 3.87698
H 2.76543 -0.94490 2.97637
H 1.99624 -0.67212 1.76697
O 2.92696 -0.57292 2.09696

The energy above the lowest of the compared OMol25 structures with the same formula, charge and spin comes out at 85.26 kJ/mol. The calculation puts the maximum force at 4.2 eV/Å. As for the charge: -1. As for the HOMO energy: -7.08 eV. The spin multiplicity is 1.

The following is a DFT calculation (ωB97M-V with the def2-TZVPD basis set) of a cluster of 10 separate species, C4H32N3O9 in total at a distorted geometry.

Positions of all 48 atoms, in Å:
N 0.51071 2.10980 -0.14197
C 1.67989 1.45632 0.50164
C 1.55130 1.11384 1.96406
N 0.87269 -0.10783 2.21157
C 1.62822 -1.32860 1.88681
C 0.72319 -2.48680 1.52945
N -0.35760 -2.60194 2.45979
H -0.29729 1.87415 0.43217
H 0.33626 1.84459 -1.18578
H 0.61111 3.10784 -0.08326
H 2.49811 2.12550 0.34718
H 2.02628 0.63463 -0.04417
H 1.07643 1.91945 2.41873
H 2.50527 1.05571 2.40046
H 0.02337 -0.25224 1.83098
H 2.24223 -1.12966 1.01216
H 2.23197 -1.59349 2.72002
H 1.42126 -3.31089 1.44952
H 0.28921 -2.42942 0.54747
H -0.06877 -2.40530 3.37560
H -0.70174 -3.54353 2.44576
H 2.25651 -0.62250 -2.70332
H 3.40828 -1.69806 -2.71416
O 3.11564 -0.87045 -2.34560
H 3.80522 0.46114 0.21215
H 4.98415 -0.44800 -0.50494
O 4.48434 -0.30121 0.39192
H 0.54582 -1.51604 -3.87373
H -0.31223 -1.06437 -2.60642
O 0.46924 -0.86040 -3.09234
H -2.29404 -1.92964 -1.92345
H -2.30768 -0.57181 -1.14709
O -1.83390 -1.11454 -1.90354
H 0.29363 1.08398 -3.10291
H -1.11163 1.81362 -2.85435
O -0.13386 1.93177 -2.65724
H -2.45402 2.11124 0.98820
H -2.05680 3.08703 1.93906
O -1.78381 2.72337 1.14646
H -4.21352 -1.03992 3.13729
H -3.69274 0.45781 3.18580
O -3.99932 -0.19035 2.58727
H -2.79571 0.26988 -3.20660
H -2.29359 1.21548 -4.38828
O -2.60924 1.19928 -3.46005
H -2.98502 -0.29670 0.95146
H -4.13863 0.00591 -0.21637
O -3.14920 0.11136 0.08256

The energy above the lowest of the compared OMol25 structures with the same formula, charge and spin comes out at 286.22 kJ/mol. The calculation puts the maximum force at 4.0 eV/Å. As for the charge: +1. As for the HOMO energy: -11.52 eV. The spin multiplicity is 1.

The following is a DFT calculation (ωB97M-V with the def2-TZVPD basis set) of a cluster of 12 separate species, C4H32NO12 in total at a distorted geometry.

Positions of all 49 atoms, in Å:
O 2.13477 -2.56440 -1.22966
C 1.55961 -2.15655 -0.20498
C 0.84302 -0.84153 -0.16718
C 0.53614 -0.14221 1.18306
C 1.75982 0.55380 1.69882
N -0.58718 -1.18390 -0.76625
H 1.39936 -2.67332 0.79121
H 1.32028 -0.08373 -0.82003
H -0.05230 -0.76065 1.88516
H -0.21124 0.62916 0.95422
H 2.31811 -0.18629 2.28318
H 2.38294 0.97824 0.87894
H 1.51677 1.49760 2.17424
H -1.09586 -1.45478 0.06880
H -0.55927 -1.90031 -1.51233
H -1.08214 -0.43190 -1.26106
H -0.71734 -2.94531 4.11215
H 0.75184 -3.33435 3.97249
O 0.17445 -2.64042 4.29816
H 3.90289 -2.15709 0.83232
H 4.47915 -0.80827 0.72120
O 4.03327 -1.46875 0.17016
H -4.16427 -2.31007 -0.29325
H -3.47960 -0.99846 -0.03515
O -3.59014 -1.87920 0.35254
H -2.21295 1.80499 -0.61802
H -2.47058 1.64047 0.88120
O -2.35283 1.14435 0.06776
H 0.26909 -1.93190 -3.23920
H 0.66629 -3.38089 -3.17100
O -0.09806 -2.81556 -3.03230
H -0.28561 0.60193 -3.49371
H -0.50262 -0.06937 -4.75109
O -0.19311 -0.30771 -3.86709
H -0.87254 3.56829 0.75136
H -1.74875 4.75030 0.28473
O -1.49763 3.85424 0.04022
H 0.68412 3.57829 -1.14087
H 0.58017 2.84249 -2.62922
O 1.04680 2.97803 -1.80249
H -2.25161 1.59574 -4.07319
H -1.62693 2.85171 -3.31078
O -1.65432 1.89215 -3.36774
H 0.61592 3.15085 2.27068
H -0.57896 2.11737 2.71872
O -0.24108 2.75031 2.07819
H -1.15503 1.08859 4.69063
H 0.12806 0.10944 4.52305
O -0.20094 1.03709 4.51743

The energy above the lowest of the compared OMol25 structures with the same formula, charge and spin comes out at 38.62 kJ/mol. The calculation puts the maximum force at 2.8 eV/Å. Its expectation value of S² is 0.753. As for the HOMO energy (alpha / beta): -3.34 / -6.97 eV. The spin multiplicity is 2.